Record 1
DFT (ωB97M-V/def2-TZVPD) results for a molecular structure, C30H46GaN4O2S2Sb.

Structure (XYZ):
```
86
Properties=species:S:1:pos:R:3:forces:R:3
Ga 0.07316 0.49545 0.99843 -0.3390 -0.1983 -0.3916
O 3.36688 -0.72936 -0.59659 -0.0942 0.0661 -0.0495
S 2.71297 -0.52101 0.65722 0.0436 0.2673 0.0876
O 2.44383 0.86771 1.08359 0.2654 -0.0888 0.1022
N 1.19048 -1.03038 0.70348 -0.0546 -0.0681 0.0430
C 0.64239 -2.21023 0.21205 0.0296 0.1921 -0.1254
C 1.28051 -3.40211 0.01630 0.0049 -0.1297 -0.0254
C 0.56842 -4.50915 -0.50061 -0.0030 0.0631 0.0116
C -0.75617 -4.41458 -0.81220 -0.0112 0.0382 0.0151
C -1.43742 -3.18624 -0.62485 -0.0759 -0.1423 -0.0583
C -2.79905 -3.00441 -0.94273 0.0435 0.0353 0.0170
C -3.38109 -1.78011 -0.74860 0.0378 0.0049 0.0059
C -2.60483 -0.73287 -0.23882 -0.0807 0.0914 -0.0146
N -1.32670 -0.85402 0.07216 0.0449 -0.0963 0.1091
C -0.73399 -2.08138 -0.11322 0.0472 0.0510 0.0100
C 3.62754 -1.34459 1.89877 0.0418 -0.0873 0.0210
C 4.96985 -1.60074 1.64685 -0.0021 -0.0359 0.0589
C 5.72701 -2.20978 2.63675 -0.0080 0.0091 -0.0237
C 5.14166 -2.55879 3.84472 -0.0082 0.0004 0.0039
C 3.79420 -2.30717 4.07674 0.0057 -0.0084 0.0159
C 3.02617 -1.69490 3.10224 -0.0227 0.0074 0.0094
H 2.33280 -3.50265 0.24830 0.0047 0.0097 0.0016
H 1.09173 -5.44300 -0.65087 0.0182 -0.0019 0.0058
H -1.30015 -5.26127 -1.20822 0.0059 -0.0089 -0.0018
H -3.36758 -3.83365 -1.34463 -0.0048 -0.0065 -0.0007
H -4.41782 -1.59843 -0.99187 -0.0079 -0.0055 -0.0010
H -3.06617 0.23298 -0.08808 0.0523 0.0932 0.0008
H 5.40651 -1.33509 0.69499 -0.0034 0.0110 -0.0196
H 6.77330 -2.41620 2.45987 0.0050 0.0022 -0.0035
H 5.73675 -3.03748 4.61054 -0.0001 -0.0032 0.0039
H 3.34402 -2.59393 5.01708 -0.0066 0.0005 0.0023
H 1.97222 -1.51086 3.27103 0.0102 0.0138 -0.0203
C -4.44825 -0.62801 3.33683 0.0346 -0.0198 -0.0003
N -2.99751 -0.50279 3.15711 -0.0003 0.0317 -0.0822
C -2.18214 0.51061 3.39714 -0.0991 -0.1524 -0.0794
S -0.46084 0.17646 3.23616 0.0996 0.1957 0.1720
N -2.54900 1.71155 3.80365 0.1163 0.0196 0.1152
C -3.87418 2.24165 4.13895 -0.0113 0.0353 -0.0321
H -4.68826 -1.68178 3.23047 -0.0216 0.0055 0.0063
H -4.99294 -0.07056 2.57768 -0.0167 -0.0081 0.0110
H -4.74993 -0.31189 4.33109 -0.0066 0.0034 -0.0207
H -2.51150 -1.33112 2.84893 -0.0120 -0.0148 0.0245
H -1.76601 2.29986 4.04643 -0.0151 0.0263 -0.0521
H -4.59934 2.00551 3.36702 0.0164 0.0023 0.0089
H -3.77942 3.32293 4.19105 -0.0141 -0.0066 0.0195
H -4.21428 1.87486 5.10528 -0.0136 0.0112 -0.0040
C -2.64031 3.14288 0.51126 -0.0324 0.0553 -0.0205
C -1.68733 3.69255 -0.55024 -0.1209 -0.0568 0.0508
C -2.10162 3.13380 -1.91195 -0.0765 -0.1450 0.0637
C -1.77574 5.21453 -0.57906 0.0520 0.0686 -0.0864
Sb 0.29195 2.94806 0.00760 0.1223 -0.0699 -0.0132
C 1.60536 2.91437 -1.73835 0.0224 0.1407 -0.0292
C 1.28110 1.63031 -2.49710 0.0034 0.0096 -0.0392
C 3.07507 2.94502 -1.32766 -0.0057 0.0125 0.0130
C 1.32144 4.15714 -2.58405 -0.0099 -0.0437 -0.0741
C 1.06785 4.25212 1.57438 0.0141 0.0877 0.1003
C 2.33226 3.67760 2.20657 0.0118 -0.0007 0.0016
C 0.00006 4.37087 2.66366 -0.0089 0.0645 -0.0375
C 1.38633 5.61290 0.95325 0.0494 -0.0085 0.0496
H -3.66967 3.40492 0.24835 0.0053 0.0108 -0.0032
H -2.43628 3.54031 1.50515 -0.0104 -0.0210 0.0063
H -2.57072 2.05649 0.55719 -0.0793 -0.1190 0.1043
H -3.15786 3.37374 -2.06726 -0.0006 0.0046 -0.0155
H -2.00804 2.04575 -1.97255 0.0351 -0.0014 0.0129
H -1.55467 3.57531 -2.74007 0.0580 -0.0175 -0.0034
H -2.79162 5.49182 -0.87579 -0.0118 -0.0072 0.0063
H -1.10055 5.65395 -1.31384 0.0341 0.0065 0.0142
H -1.58690 5.67610 0.38951 0.0059 -0.0346 0.0030
H 1.49116 0.73863 -1.90216 0.0137 -0.0063 -0.0031
H 1.92457 1.57900 -3.37947 -0.0068 -0.0072 -0.0186
H 0.24625 1.59922 -2.84536 0.0062 0.0011 0.0253
H 3.36321 2.12890 -0.67262 -0.0227 -0.0231 0.0204
H 3.34789 3.89486 -0.86571 -0.0097 -0.0205 0.0363
H 3.66160 2.85995 -2.24695 0.0238 -0.0088 0.0116
H 0.31799 4.18096 -3.00267 -0.0238 -0.0013 0.0306
H 2.01666 4.14675 -3.42822 -0.0044 0.0084 -0.0069
H 1.50000 5.08355 -2.03687 -0.0136 0.0002 0.0207
H 2.16648 2.70971 2.67445 -0.0166 -0.0436 0.0145
H 2.64704 4.37874 2.98550 0.0225 -0.0135 0.0005
H 3.15574 3.57714 1.50308 -0.0119 -0.0314 -0.0619
H -0.13534 3.40612 3.16075 -0.0392 -0.0066 -0.0157
H -0.96215 4.73701 2.30004 0.0975 0.0139 0.0162
H 0.35294 5.07783 3.41968 0.0099 -0.0035 0.0010
H 2.17568 5.54131 0.20409 -0.0148 -0.0077 0.0000
H 1.75760 6.27102 1.74435 0.0006 -0.0134 0.0041
H 0.52417 6.10014 0.50754 -0.0626 0.0233 -0.0555
```
Forces are in eV/Å.

E_tot = -4501.2367 Eh
Charge = +2
Lowest unoccupied orbital energy = -5.58 eV
Frontier orbital gap = 7.88 eV

Results of the Löwdin charge analysis, in e, for atoms 1 through 8:
1 Ga 0.24
2 O -0.24
3 S 0.64
4 O -0.41
5 N -0.19
6 C -0.23
7 C 0.03
8 C -0.03

=====

Record 2
DFT (ωB97M-V/def2-TZVPD) results for a molecular structure, C19H35GeN3O6SSiV.

Structure (XYZ):
```
67
Properties=species:S:1:pos:R:3:forces:R:3
V 0.48325 -0.11298 -0.19827 0.0224 0.3932 0.1886
O 2.66345 -1.92776 -2.64615 -0.0896 0.0598 0.0095
C 2.40974 -2.74830 -1.51050 -0.0004 0.0338 -0.0066
C 2.85089 -2.18511 -0.18924 -0.0019 -0.0368 0.0443
C 4.02638 -2.64661 0.35541 -0.0361 -0.0069 0.0122
C 4.45900 -2.27947 1.63584 0.0178 -0.0112 0.0097
C 3.57353 -1.44794 2.35642 -0.0070 -0.0055 0.0000
C 2.42163 -1.00001 1.77869 0.0097 0.0236 -0.0001
N 2.02240 -1.27902 0.48292 0.1128 -0.1448 0.0003
H 1.85125 -1.39975 -2.75093 0.0223 -0.0084 0.0093
H 2.95434 -3.68327 -1.67258 0.0041 0.0019 0.0057
H 1.34231 -2.97724 -1.45345 -0.0211 -0.0130 0.0011
H 4.61088 -3.33900 -0.24227 0.0007 0.0007 0.0001
H 5.38509 -2.64723 2.05775 -0.0013 -0.0034 -0.0006
H 3.78548 -1.14396 3.37553 -0.0002 0.0056 -0.0016
H 1.76031 -0.33827 2.31617 -0.0054 0.0062 -0.0010
O -2.97399 0.51586 -2.28440 -0.0083 0.0072 0.0045
C -1.87839 0.19157 -1.84035 0.0585 0.1205 -0.0525
O -1.41805 0.48226 -0.67837 0.0315 -0.1153 0.0328
C -0.90435 -0.68534 -2.69345 -0.0295 -0.1561 0.0537
O -1.22802 -1.07744 -3.80993 -0.0090 0.0072 -0.0305
O 0.17877 -0.97099 -2.07461 0.0741 -0.0651 -0.1861
C -0.25599 0.44103 4.31138 -0.0123 0.0067 -0.0174
Si -0.79450 1.24502 2.68016 0.0038 -0.0554 0.1147
C -2.54802 0.63055 2.34933 -0.0108 0.0801 -0.0534
C -0.95358 3.09324 3.06806 0.0071 -0.0021 -0.0031
O 0.24395 0.94174 1.51304 -0.0287 -0.1161 -0.1210
H -0.89682 0.74842 5.14491 -0.0025 -0.0053 -0.0027
H 0.77361 0.72238 4.55155 -0.0029 0.0035 0.0102
H -0.29365 -0.64929 4.23517 0.0106 0.0077 -0.0172
H -3.23472 0.89024 3.16157 0.0106 -0.0146 0.0115
H -2.52918 -0.45809 2.24391 0.0349 0.0227 0.0646
H -2.90956 1.07631 1.41785 -0.0127 -0.0754 -0.0004
H -1.76023 3.26689 3.78851 0.0029 -0.0091 0.0019
H -1.17317 3.66660 2.16431 -0.0014 0.0065 0.0035
H -0.02888 3.48941 3.49706 -0.0054 -0.0001 -0.0095
C -1.51080 -3.99816 -2.24193 -0.0276 0.0079 0.0212
N -2.50987 -3.25110 -1.51583 0.0300 0.0437 -0.0222
C -3.65734 -2.68064 -2.21643 0.0019 -0.0134 0.0044
C -4.35908 -1.86530 -1.11903 -0.0418 -0.0097 0.0104
N -3.40804 -1.92345 -0.01375 0.0080 -0.0271 -0.0164
C -2.31740 -2.67369 -0.31279 -0.0158 -0.0453 -0.0131
S -0.97257 -2.83653 0.67298 -0.0435 0.0548 0.0520
H -1.96009 -4.90538 -2.65781 -0.0007 0.0019 -0.0017
H -0.71618 -4.26837 -1.55095 0.0073 0.0001 0.0037
H -1.09810 -3.38909 -3.05017 0.0053 0.0205 -0.0082
H -4.29357 -3.47868 -2.60980 0.0039 -0.0030 -0.0060
H -3.31168 -2.05002 -3.04009 0.0066 0.0141 0.0022
H -5.30902 -2.32065 -0.82237 0.0001 -0.0092 0.0052
H -4.52078 -0.83767 -1.43735 0.0068 -0.0155 0.0047
H -3.26205 -1.13450 0.59675 -0.0169 0.0292 -0.0436
C -0.64197 3.59604 -0.85130 -0.0057 0.0062 -0.0263
Ge 1.27494 3.16617 -0.81011 0.0132 0.0159 0.0578
C 2.07669 4.33139 -2.21361 0.0048 -0.0137 0.0046
C 1.99352 3.85838 0.89049 0.0127 0.0014 -0.0140
C 1.76395 1.31700 -1.06506 -0.0672 0.0796 -0.0375
H -0.78507 4.66250 -0.65209 -0.0184 -0.0063 0.0041
H -1.17405 3.00610 -0.10688 0.0038 -0.0091 0.0009
H -1.08039 3.35924 -1.82278 0.0146 -0.0005 -0.0079
H 1.84098 5.38517 -2.03777 -0.0032 -0.0045 0.0006
H 1.69619 4.05185 -3.19883 0.0006 0.0003 0.0016
H 3.16306 4.21461 -2.22529 -0.0030 0.0045 -0.0008
H 1.87537 4.94389 0.95567 -0.0097 -0.0046 0.0171
H 3.05520 3.61482 0.97321 0.0092 0.0178 -0.0194
H 1.47374 3.38648 1.72298 0.0108 -0.0211 -0.0321
H 2.72824 1.20316 -0.55343 0.0008 -0.0448 -0.0107
H 1.93099 1.11195 -2.12772 -0.0247 -0.0124 -0.0050
```
Forces are in eV/Å.

E_tot = -5069.5386 Eh
Charge = -2
Lowest unoccupied orbital energy (spin up / spin down) = 4.81 / 4.80 eV
Multiplicity = 4
<S²> = 3.79
Relative energy (zero: lowest compared OMol25 entry of this formula, charge and spin) = 0.360 eV
Frontier orbital gap (spin up / spin down) = 4.05 / 7.42 eV

Results of the Löwdin charge analysis, in e, for atoms 1 through 8:
1 V 0.81
2 O -0.09
3 C -0.24
4 C -0.25
5 C -0.09
6 C -0.15
7 C -0.13
8 C -0.16

=====

Record 3
DFT (ωB97M-V/def2-TZVPD) results for a molecular structure, C3H12N6O3Sn at a distorted geometry.

Structure (XYZ):
```
25
Properties=species:S:1:pos:R:3:forces:R:3
Sn 1.33771 3.98898 -1.93938 -0.0976 -0.2425 0.0628
C 3.48713 -1.97720 -4.34444 0.8640 -1.6258 0.6123
O 3.09499 -0.87187 -4.16688 -1.7646 4.5897 0.0260
N 3.70747 -2.76965 -3.33976 0.1118 -1.8619 3.5854
N 3.80545 -2.52307 -5.47006 0.4047 -0.0653 -3.9133
H 3.98589 -3.72869 -3.49081 -0.2389 0.2206 0.6167
H 3.30012 -2.41650 -2.48568 0.3550 -0.7771 0.1761
H 3.77838 -1.85553 -6.22753 0.2418 -0.8405 -0.5066
H 4.12639 -3.47925 -5.52299 -0.0267 0.5091 -0.5215
C -5.07091 2.95883 0.34525 2.5048 -1.8413 -2.2749
O -4.20821 3.40899 -0.37986 1.7285 0.8059 -0.9475
N -5.21925 1.70979 0.68097 2.2094 -5.5503 0.7361
N -6.09492 3.51809 0.77379 -6.1006 5.8816 2.4397
H -5.92702 1.44993 1.35302 0.4960 -0.4364 -0.3678
H -4.47359 1.05547 0.49140 -0.1860 0.0039 0.2555
H -6.62299 2.98992 1.45371 -0.5541 1.0956 -0.4068
H -6.46646 4.34627 0.33089 0.0633 0.0464 0.5335
C 1.73163 -0.41231 3.60946 -0.9611 0.5749 -1.0813
O 1.57308 0.38381 2.68303 0.2249 1.1069 -0.6381
N 1.56038 -1.68336 3.42405 -0.4812 -3.2232 -1.4944
N 1.94978 -0.08766 4.84026 1.0600 2.6876 3.5000
H 1.63809 -2.35536 4.17403 -0.1923 -0.0382 -0.4944
H 1.10236 -1.85657 2.54069 0.2184 -0.8165 0.3085
H 1.91060 -0.69789 5.64412 -0.0337 0.0153 -0.4149
H 1.99399 0.90472 5.02280 0.1542 -0.2186 0.2089
```
Forces are in eV/Å.

E_tot = -889.3004 Eh
Charge = +2
Lowest unoccupied orbital energy = -12.16 eV
Relative energy (zero: lowest compared OMol25 entry of this formula, charge and spin) = 9.552 eV
Frontier orbital gap = 2.21 eV

Results of the Löwdin charge analysis, in e, for atoms 1 through 8:
1 Sn 1.59
2 C -0.83
3 O 0.07
4 N 0.17
5 N 0.19
6 H 0.12
7 H 0.12
8 H 0.13

=====

Record 4
DFT (ωB97M-V/def2-TZVPD) results for 2 unconnected molecules or ions with the total composition C6H14O.

Structure (XYZ):
```
21
Properties=species:S:1:pos:R:3:forces:R:3
C 0.04974 -1.54279 -1.71215 0.2000 0.0707 0.0359
C 0.85173 -0.55229 -1.32372 -0.0579 -0.1934 -0.0779
C 1.28917 -0.28779 0.09009 0.0039 -0.0458 0.0238
C 1.19088 1.19324 0.46566 -0.0384 0.0386 -0.0487
C 1.68499 1.47523 1.88081 0.0282 0.0157 0.0615
H -0.21436 -1.68979 -2.75556 0.0414 0.0547 0.1394
H -0.35585 -2.26156 -1.00143 0.0520 0.1468 -0.0749
H 1.25256 0.12851 -2.07808 -0.0738 -0.0953 0.0929
H 2.33506 -0.60837 0.21063 -0.1339 0.0482 -0.0499
H 0.69645 -0.89946 0.78427 0.0794 0.0926 -0.1006
H 0.14992 1.52617 0.35797 0.1266 -0.0320 0.0195
H 1.77726 1.78135 -0.25411 -0.0890 -0.0927 0.1049
H 1.66262 2.54681 2.10284 -0.0120 -0.1497 -0.0119
H 2.71729 1.12870 2.01025 -0.1427 0.0498 -0.0189
H 1.06643 0.96369 2.62750 0.0863 0.0629 -0.1139
C -2.89446 -0.59265 0.03132 -0.1537 -0.1937 0.4464
O -2.63402 -0.07888 -1.25465 0.1690 0.0734 -0.0538
H -3.85128 -1.12572 0.01281 0.1477 0.1186 -0.0888
H -2.97056 0.19656 0.79242 0.0403 -0.0187 -0.1365
H -2.12850 -1.30585 0.36685 -0.0736 0.0885 -0.1154
H -1.67508 0.00489 -1.35371 -0.1999 -0.0390 -0.0330
```
Forces are in eV/Å.

E_tot = -312.2048 Eh
Lowest unoccupied orbital energy = 1.05 eV
Relative energy (zero: lowest compared OMol25 entry of this formula, charge and spin) = 1.368 eV
Frontier orbital gap = 10.94 eV
SMILES = C=CCCC.CO

Results of the Löwdin charge analysis, in e, for atoms 1 through 8:
1 C -0.02
2 C -0.19
3 C -0.23
4 C -0.28
5 C -0.12
6 H 0.07
7 H 0.07
8 H 0.11

=====

Record 5
DFT (ωB97M-V/def2-TZVPD) results for 3 unconnected molecules or ions with the total composition C4H11N3O2 at a distorted geometry.

Structure (XYZ):
```
20
Properties=species:S:1:pos:R:3:forces:R:3
C 1.00945 2.51636 -1.06568 0.0937 0.3945 0.4540
N 2.36010 -0.53819 -0.18029 -1.5052 1.1638 -0.0115
O 1.28515 0.19779 0.18349 2.4139 0.5951 -1.4566
O 0.87732 1.17716 -1.38731 0.5665 -0.0037 -0.0488
H 3.14555 0.07531 -0.38982 -0.0861 -0.0489 0.2557
H 2.09873 -1.09739 -0.99692 0.0189 -0.2608 0.2499
H 0.24764 2.86491 -0.35677 -0.0189 -0.1033 -0.0968
H 0.87451 3.08064 -1.99976 0.0153 -0.1489 0.0068
H 2.00250 2.75925 -0.66135 -0.0655 -0.0523 -0.1331
C -2.63072 -1.12343 1.05345 -0.0286 -0.0228 -0.0896
C -1.48861 -0.52577 0.28547 1.3831 -0.7765 0.2031
C -0.10296 -1.04373 0.74847 -2.6891 -2.1922 1.7507
N -1.65086 0.25334 -0.67524 -0.3140 1.2647 -0.8165
N 0.20516 -2.24696 0.40954 0.4630 0.8400 -1.3527
H -0.78351 0.64210 -1.10206 -0.7347 -0.8865 0.5302
H 1.16843 -2.49554 0.64680 -0.4131 -0.1719 0.8522
H 0.10606 -0.65414 1.76325 0.8525 0.3739 -0.3837
H -2.50151 -0.95382 2.12539 -0.0428 -0.0246 -0.0149
H -3.56717 -0.68570 0.71248 0.0380 0.0430 0.0497
H -2.65525 -2.20217 0.88689 0.0534 0.0175 0.0519
```
Forces are in eV/Å.

E_tot = -473.4914 Eh
Lowest unoccupied orbital energy (spin up / spin down) = -1.49 / -1.20 eV
Relative energy (zero: lowest compared OMol25 entry of this formula, charge and spin) = 8.474 eV
Frontier orbital gap (spin up / spin down) = 6.95 / 7.24 eV

Results of the Löwdin charge analysis, in e, for atoms 1 through 8:
1 C -0.16
2 N 0.07
3 O -0.15
4 O -0.14
5 H 0.11
6 H 0.11
7 H 0.09
8 H 0.10

=====

Record 6
DFT (ωB97M-V/def2-TZVPD) results for C2H5N3S in the gas phase at a distorted geometry.

Structure (XYZ):
```
11
Properties=species:S:1:pos:R:3:forces:R:3
H 0.11870 -0.87930 2.30099 -0.2184 0.3029 -0.3582
N -0.44500 -0.74839 1.45214 0.1431 -0.3439 0.1390
C 0.25546 -0.38793 0.46983 0.0104 -0.0301 -0.5461
N 1.63618 -0.20273 0.41135 0.9596 0.9054 0.0405
N -0.31769 -0.20114 -0.83595 -1.2726 1.0770 1.2292
C -1.45754 0.55160 -1.10165 0.4166 -0.5789 0.4030
S -2.56640 1.12032 -0.06040 0.2619 -0.0038 -0.2331
H 1.95118 0.59004 -0.18424 -0.4344 -0.9550 0.7296
H 2.12249 -0.20200 1.32212 -0.5832 -0.0537 -0.8640
H 0.28020 -0.38086 -1.60380 0.5591 -0.1454 -0.6036
H -1.57758 0.74039 -2.17040 0.1579 -0.1746 0.0637
```
Forces are in eV/Å.

E_tot = -641.6515 Eh
Lowest unoccupied orbital energy = 0.57 eV
Relative energy (zero: lowest compared OMol25 entry of this formula, charge and spin) = 0.887 eV
Frontier orbital gap = 8.79 eV
SMILES = [H]/N=C(\N)NC=S

Results of the Löwdin charge analysis, in e, for atoms 1 through 8:
1 H 0.06
2 N 0.13
3 C -0.56
4 N 0.09
5 N 0.00
6 C -0.72
7 S 0.62
8 H 0.11

=====

- Among the records above, which one has the lowest E_tot?
  C19H35GeN3O6SSiV